Here is one molecule with the formula C17H21N3O3S from OMol25. Energies are from ωB97M-V with the def2-TZVPD basis set.

Output
frontier orbital gap = 9.480 eV
E_HOMO = -8.978 eV
ΔE to the lowest compared entry with this formula, charge and spin = 222.4 kJ/mol
structure (SMILES) = CCCCC(=O)Nc1c2c(nn1-c1ccc(C)cc1)CS(=O)(=O)C2
calculated total energy = -1448.57969 Ha

Last column: natural (NBO) charge in e.
Geometry (Å):
C 3.0901 1.9761 2.6613  -0.60
C 2.0207 1.4924 1.6908  -0.40
C 2.1846 2.1200 0.3091  -0.39
C 1.1196 1.6207 -0.6662  -0.51
C -0.2377 2.2143 -0.3584  0.71
O -0.4096 3.2809 0.1804  -0.60
N -1.3234 1.4883 -0.7840  -0.65
C -1.3353 0.2509 -1.4184  0.32
C -1.6530 -0.0743 -2.7232  -0.16
C -1.4655 -1.4737 -2.7988  0.14
N -1.0571 -1.9595 -1.6448  -0.25
N -0.9881 -0.9226 -0.8024  -0.18
C -0.5637 -1.1256 0.5232  0.19
C 0.3879 -2.1081 0.7754  -0.23
C 0.8289 -2.3205 2.0658  -0.20
C 0.3360 -1.5646 3.1249  -0.01
C 0.8242 -1.8022 4.5194  -0.63
C -0.6322 -0.6047 2.8593  -0.19
C -1.0880 -0.3828 1.5732  -0.24
C -1.7919 -2.1423 -4.0664  -0.66
S -2.7885 -0.8223 -4.8956  2.15
O -2.4161 -0.6996 -6.2764  -0.93
O -4.1775 -1.0164 -4.5964  -0.93
C -2.1576 0.6199 -3.9171  -0.64
H 2.9558 1.5140 3.6363  0.21
H 3.0337 3.0553 2.7810  0.20
H 4.0827 1.7230 2.2946  0.20
H 1.0343 1.7475 2.0819  0.20
H 2.0725 0.4036 1.6050  0.19
H 2.1006 3.2045 0.3931  0.22
H 3.1742 1.8807 -0.0852  0.20
H 1.0824 0.5323 -0.6560  0.22
H 1.3689 1.9407 -1.6829  0.24
H -2.2096 1.9739 -0.7064  0.42
H 0.7647 -2.6929 -0.0488  0.24
H 1.5733 -3.0797 2.2553  0.21
H 0.3318 -2.6783 4.9419  0.22
H 1.8961 -1.9874 4.5259  0.22
H 0.6082 -0.9498 5.1580  0.22
H -1.0397 -0.0198 3.6703  0.22
H -1.8500 0.3584 1.3945  0.23
H -2.3931 -3.0377 -3.9478  0.27
H -0.9298 -2.3343 -4.6997  0.26
H -2.9777 1.3061 -3.7276  0.26
H -1.3860 1.0952 -4.5180  0.25